ORCA calculation (ωB97M-V with the def2-TZVPD basis set) on a molecular structure, C27H66LiN3O19P.

```
117
Properties=species:S:1:pos:R:3
C -0.96237 -1.81719 -3.40525
N -0.48137 -0.74819 -4.42225
C 1.07363 -0.76619 -4.44025
C -1.05737 -0.94419 -5.70925
C -0.82937 0.63481 -3.83725
C -2.31537 0.79581 -3.55225
O -2.53337 2.03881 -2.93225
H -2.02037 -2.02319 -3.28225
H -0.47137 -1.65219 -2.35125
H -0.61537 -2.81019 -3.51725
H 1.31963 -0.11119 -5.33825
H 1.23163 -1.74019 -4.71525
H 1.69163 -0.37619 -3.64425
H -2.12437 -1.07519 -5.74525
H -0.48337 -1.54219 -6.21225
H -0.69537 0.05481 -6.17625
H -0.34437 1.44881 -4.47025
H -0.47637 0.73581 -2.90425
H -2.73837 0.10381 -2.79525
H -3.01037 0.88781 -4.43025
H -2.10537 1.76081 -2.02725
C 2.56163 -1.93819 -0.63225
N 3.65363 -1.06019 -0.02025
C 2.86763 0.05481 0.73875
C 4.45763 -1.81719 1.09875
C 4.47363 -0.49019 -1.09425
C 5.68663 0.37881 -0.63025
O 6.54763 0.75881 -1.76225
H 3.00663 -2.91319 -1.06925
H 2.17463 -1.48319 -1.60325
H 1.73763 -1.96419 0.06475
H 2.31263 -0.28119 1.70575
H 2.10063 0.30981 0.03175
H 3.43563 1.00881 0.95775
H 5.10463 -1.25919 1.77475
H 4.88063 -2.46219 0.60175
H 3.79063 -2.47019 1.73475
H 3.80963 0.03281 -1.83525
H 4.97863 -1.22419 -1.86325
H 6.31863 -0.19019 -0.02925
H 5.20963 1.20581 -0.26625
H 6.17163 0.75881 -2.59025
C 2.24563 2.67581 -3.44625
N 1.78663 3.78781 -2.53425
C 2.57763 5.01381 -2.86525
C 0.30863 4.02281 -2.90225
C 1.92163 3.28781 -1.20125
C 1.50563 4.24181 -0.01525
O 1.62963 3.58581 1.17575
H 1.96063 1.54581 -3.11225
H 3.35363 2.62581 -3.36825
H 2.10963 2.77081 -4.52625
H 3.68263 4.84381 -2.30025
H 2.34463 5.87081 -2.51225
H 2.85963 5.15581 -3.83625
H -0.11537 4.93681 -2.42125
H -0.24537 3.21581 -2.84725
H 0.06963 4.10281 -4.02125
H 3.05563 2.89381 -0.95025
H 1.27363 2.44081 -1.09625
H 0.23563 4.58981 -0.14725
H 1.96163 4.95081 -0.04525
H 0.91363 2.93481 1.21175
Li -0.85937 0.72181 2.63875
P -0.75837 0.78881 0.21175
O -1.72237 0.23981 1.17875
O 0.20763 1.40781 1.34375
O -1.20937 1.77181 -0.74325
O -0.02737 -0.30519 -0.53425
C -2.33537 3.53181 1.78475
O -2.69937 3.85881 3.09775
C -2.54537 3.06481 4.08575
O -1.87037 2.06481 3.97375
O -2.96737 3.51581 5.29175
C -2.58337 2.88481 6.50875
H -2.61937 2.61981 1.32775
H -1.21637 3.33381 1.74175
H -2.47237 4.34581 1.02375
H -1.53237 2.74181 6.37675
H -2.72137 1.75081 6.53975
H -2.95037 3.39281 7.37575
C -3.64437 -1.90819 -0.26025
O -4.90937 -2.55919 -0.39625
C -5.23137 -3.04919 -1.63425
O -4.55137 -2.92819 -2.62825
O -6.48737 -3.39219 -1.66125
C -7.17937 -3.66819 -2.89025
H -2.76837 -2.36719 -0.57825
H -3.43137 -1.86719 0.93775
H -3.69637 -0.90119 -0.63125
H -7.08037 -2.68719 -3.49125
H -8.19137 -3.78519 -2.58025
H -6.74637 -4.53319 -3.21825
C 3.05363 -5.70219 3.81575
O 2.00063 -5.38319 2.81775
C 1.33763 -4.19519 2.92275
O 1.54863 -3.28119 3.75275
O 0.31363 -4.21919 1.88675
C -0.65037 -3.21419 1.78575
H 2.65063 -5.67619 4.82975
H 3.92563 -5.14819 3.91975
H 3.25863 -6.60819 3.65175
H -1.22737 -3.47819 1.02575
H -0.42037 -2.20519 1.77875
H -1.19637 -3.13619 2.78875
C -0.08437 -1.28619 7.00175
O -1.37837 -1.39119 6.56075
C -1.75537 -0.96219 5.33275
O -0.86237 -0.61119 4.46775
O -3.07937 -1.01219 5.06275
C -3.47337 -1.03019 3.69575
H 0.34663 -0.35919 6.88075
H 0.47963 -1.99419 6.33875
H 0.00763 -1.48519 8.11575
H -3.04137 -0.14619 2.96175
H -4.59537 -0.94719 3.39875
H -3.12637 -1.91619 3.37175
```

As for the charge: +1. The calculation puts the electronic energy at -81917.8826 eV. As for the relative energy (zero: lowest compared OMol25 entry of this formula, charge and spin): 243.69 kJ/mol. The frontier orbital gap is 6.2 eV. As for the spin multiplicity: 1.

***

ORCA calculation (ωB97M-V with the def2-TZVPD basis set) on a molecular structure, C27H66LiN3O19P.

```
117
Properties=species:S:1:pos:R:3
C 0.01557 0.41112 4.37493
N -0.90040 -0.69508 4.84739
C 0.02310 -1.83875 5.22596
C -1.57453 -0.28390 6.12280
C -1.75183 -1.24266 3.76249
C -2.71884 -0.15001 3.14991
O -3.29062 -0.71776 2.05083
H -0.38891 1.24165 3.69893
H 0.41527 -0.03646 3.43524
H 0.90376 0.93967 5.01271
H 0.97982 -1.99473 4.52446
H -0.53152 -2.79388 5.34246
H 0.45226 -1.42765 6.02034
H -0.96601 0.14330 6.94337
H -2.35808 -1.00338 6.32611
H -2.26794 0.57418 5.93476
H -2.39933 -2.10283 4.24745
H -1.26283 -1.74067 2.88346
H -2.09997 0.80121 2.76007
H -3.44541 0.07054 3.80666
H -2.81053 -0.36374 1.24099
C -1.98417 -1.16684 -3.30168
N -1.02196 -1.22303 -4.42309
C 0.13473 -0.31892 -3.97636
C -0.41426 -2.58394 -4.55980
C -1.73207 -0.66051 -5.64169
C -0.98373 -0.62493 -6.91125
O -1.84926 -0.12170 -7.89990
H -2.45172 -0.22904 -3.14624
H -1.60950 -1.25588 -2.32585
H -2.73994 -1.93170 -3.33558
H 0.60605 -0.43494 -4.82878
H 0.81923 -0.85299 -3.12081
H -0.07345 0.72906 -3.76774
H 0.05883 -2.86117 -3.56215
H 0.47538 -2.46599 -5.34398
H -1.42880 -3.38405 -4.85220
H -1.69056 0.38146 -5.51688
H -2.65934 -1.21537 -5.75118
H -0.76315 -1.68438 -7.27304
H -0.24708 0.01849 -6.87725
H -2.19372 0.71807 -7.59049
C -3.96684 1.57888 -1.40142
N -2.93922 2.83424 -1.25295
C -1.76763 2.49138 -2.16007
C -3.63734 4.09569 -1.70078
C -2.56707 2.74990 0.22134
C -1.30640 3.62237 0.68744
O -0.86502 3.16768 1.90590
H -4.90615 1.68734 -0.90652
H -3.52962 0.53206 -1.08398
H -4.08806 1.31794 -2.48055
H -1.29328 1.53171 -1.86213
H -0.91680 3.13338 -2.16893
H -1.99793 2.51548 -3.12299
H -4.55675 4.22681 -1.17804
H -3.58002 4.03616 -2.73196
H -2.79216 4.63746 -1.34324
H -2.17635 1.82325 0.62677
H -3.25288 2.74610 0.95580
H -1.78062 4.73535 0.68730
H -0.53410 3.35789 -0.15128
H -0.34086 2.36150 1.60281
Li 1.80004 0.83519 0.27593
P -0.25225 -0.07996 0.19549
O 0.83091 -0.83424 0.81785
O 0.08532 1.18848 1.03709
O -1.57993 -0.49196 0.06691
O 0.46706 0.50311 -1.00381
C 3.91387 -1.08295 -1.32716
O 5.17942 -0.52315 -1.15090
C 5.68110 -0.09108 -2.21836
O 5.17653 -0.25522 -3.34743
O 6.83098 0.51751 -2.11926
C 7.72561 0.62265 -3.20648
H 3.92591 -1.69670 -2.14230
H 3.30701 -0.24140 -1.51638
H 3.32271 -1.16871 -0.40766
H 7.28744 1.19764 -4.19079
H 8.05196 -0.38928 -3.33300
H 8.73644 1.19381 -2.91949
C 2.31595 3.23270 -1.58357
O 3.68404 3.12343 -1.33760
C 4.22031 2.56181 -0.24425
O 3.46055 2.11225 0.56974
O 5.49422 2.54650 -0.19896
C 6.09522 2.05165 1.03668
H 1.90674 2.29855 -2.11960
H 2.31597 3.70589 -2.40786
H 1.71350 3.61830 -0.76662
H 5.85433 2.62120 1.93899
H 7.20758 2.15471 1.03765
H 5.74412 0.90823 1.05851
C -7.62164 -6.22783 -0.20340
O -6.38940 -5.66484 -0.49547
C -5.86942 -4.81681 0.31235
O -6.01239 -4.84912 1.52369
O -4.83191 -4.15896 -0.22930
C -4.11502 -3.22818 0.52423
H -7.66279 -7.07759 0.36674
H -7.99513 -6.87535 -0.92762
H -8.51372 -5.66531 0.44458
H -3.29141 -2.74919 -0.03139
H -3.63192 -3.64899 1.40934
H -4.80784 -2.36054 0.77848
C 5.47849 1.32099 6.26655
O 5.40144 0.80545 5.01797
C 4.30779 0.07680 4.61248
O 3.29074 0.04500 5.34932
O 4.26975 -0.30279 3.35936
C 3.22854 -1.06780 2.81647
H 5.03338 0.61256 6.90265
H 4.74116 2.23828 6.32745
H 6.45570 1.53108 6.36555
H 3.36118 -1.56588 1.79528
H 2.31967 -0.49410 2.71971
H 2.87263 -1.82030 3.65376
```

As for the charge: +1. The calculation puts the electronic energy at -81916.4168 eV. As for the relative energy (zero: lowest compared OMol25 entry of this formula, charge and spin): 385.12 kJ/mol. The frontier orbital gap is 6.2 eV. As for the spin multiplicity: 1.

***

Number 1: lowest unoccupied orbital energy -2.8 eV. Number 2: lowest unoccupied orbital energy -2.3 eV.